--- i ---
Density functional theory data (ωB97M-V/def2-TZVPD) for one molecule with the formula CH3ClN2.

Positions of all 7 atoms, in Å:
C1 0.840 -0.538 -0.037
N1 -0.246 0.292 -0.057
N2 -1.397 -0.149 0.101
Cl1 2.410 0.163 0.054
H1 0.699 -1.626 0.009
H2 -0.017 1.360 -0.076
H3 -2.288 0.498 0.006

The calculation puts the HOMO energy at -7.6 eV. Its HOMO-LUMO gap is 8.54 eV. Its net charge is 0. For the molar mass, the calculation gives 78.50 g mol⁻¹.

Mulliken atomic charge list, values in e, 2 entries: -0.166, 0.394

--- ii ---
Density functional theory data (ωB97M-V/def2-TZVPD) for one molecule with the formula CH3ClN2.

Positions of all 7 atoms, in Å:
C1 -0.772 -0.429 0.135
N1 0.612 -0.199 -0.131
N2 0.976 1.056 -0.206
Cl1 2.628 1.072 -0.553
H1 -1.160 -0.894 -0.694
H2 -1.363 0.391 0.446
H3 -0.922 -0.997 1.002

The calculation puts the HOMO energy at -10.3 eV. Its HOMO-LUMO gap is 10.38 eV. As for the SMILES: C/N=N/Cl. Its net charge is 0. For the molar mass, the calculation gives 78.50 g mol⁻¹.

Mulliken atomic charge list, values in e, 2 entries: -0.702, -0.025

Least stable = i

--- i ---
Density functional theory data (ωB97M-V/def2-TZVPD) for one molecule with the formula C4H6N2OS.

Positions of all 14 atoms, in Å:
C1 0.589 0.265 0.915
C2 1.406 0.302 -0.144
C3 -0.940 0.537 -1.585
C4 -0.851 -0.221 0.794
N1 -1.471 0.484 -0.407
N2 0.969 -0.309 -1.336
O1 -1.305 0.858 -2.650
S1 1.665 0.218 -2.788
H1 0.726 0.542 1.905
H2 2.523 0.432 -0.011
H3 -0.798 -1.254 0.732
H4 -1.282 0.216 1.732
H5 -2.290 0.962 -0.232
H6 0.691 0.111 -3.604

The calculation puts the HOMO energy (spin up / spin down) at -7.6 / -7.6 eV. Its HOMO-LUMO gap (spin up / spin down) is 7.84 / 7.84 eV. Its net charge is 0. For the molar mass, the calculation gives 130.17 g mol⁻¹.

Mulliken atomic charge list, values in e, 2 entries: -0.642, -0.047

--- ii ---
Density functional theory data (ωB97M-V/def2-TZVPD) for C4H6N2OS as an isolated structure.

Positions of all 14 atoms, in Å:
C1 -1.901 -0.582 0.130
C2 -0.271 1.366 -0.408
C3 1.070 1.492 -0.049
C4 1.554 0.201 -0.127
H1 -2.874 -0.419 -0.533
H2 -1.483 -1.802 0.387
H3 -1.867 0.073 1.274
H4 -1.064 2.232 -0.142
H5 1.547 2.399 0.393
H6 1.630 -2.266 0.339
N1 -0.695 0.054 -0.556
N2 0.490 -0.624 -0.263
O1 0.630 -1.904 -0.314
S1 3.235 -0.219 -0.131

The calculation puts the HOMO energy at -7.8 eV. Its HOMO-LUMO gap is 8.04 eV. Its net charge is 0. For the molar mass, the calculation gives 130.17 g mol⁻¹.

Mulliken atomic charge list, values in e, 2 entries: -0.669, -0.188

--- iii ---
Density functional theory data (ωB97M-V/def2-TZVPD) for one molecule with the formula C4H6N2OS.

Positions of all 14 atoms, in Å:
C1 1.099 0.118 -0.543
C2 0.490 -0.546 0.629
C3 -1.131 -0.357 0.179
N1 -1.784 -1.340 -0.418
S1 -3.366 -1.033 -0.772
N2 -3.398 0.389 0.134
C4 -2.050 0.845 0.455
O1 -1.745 1.806 1.099
H1 1.981 -0.411 -1.042
H2 1.172 1.165 -0.224
H3 0.417 0.048 -1.419
H4 0.783 0.186 1.522
H5 0.799 -1.635 0.770
H6 -4.081 1.147 0.125

The calculation puts the HOMO energy at -8.6 eV. Its HOMO-LUMO gap is 8.95 eV. As for the SMILES: CCc1ns[nH]c1=O. Its net charge is 0. For the molar mass, the calculation gives 130.17 g mol⁻¹.

Mulliken atomic charge list, values in e, 2 entries: -1.033, -0.182

--- iv ---
Density functional theory data (ωB97M-V/def2-TZVPD) for C4H6N2OS as an isolated structure.

Positions of all 14 atoms, in Å:
C1 0.733 -1.613 0.837
C2 0.668 -0.356 0.034
C3 1.481 0.377 -0.738
C4 -0.756 0.251 -0.085
H1 -0.151 -2.372 0.725
H2 0.499 -1.383 1.940
H3 1.704 -2.219 0.939
H4 2.531 0.068 -1.057
H5 0.642 1.193 -2.275
H6 -2.568 2.277 0.605
N1 0.845 1.380 -1.345
N2 -1.767 -0.034 0.560
O1 -0.480 1.679 -0.702
S1 -3.382 0.752 0.562

The calculation puts the HOMO energy at -8.4 eV. Its HOMO-LUMO gap is 8.53 eV. Its net charge is 0. For the molar mass, the calculation gives 130.17 g mol⁻¹.

Mulliken atomic charge list, values in e, 2 entries: -1.124, 0.625

Least stable = ii

--- i ---
Density functional theory data (ωB97M-V/def2-TZVPD) for a 2-piece molecular cluster, C4H6N2OS overall.

Positions of all 14 atoms, in Å:
C1 -1.469 1.421 -1.038
C2 -0.273 0.912 -1.371
C3 -0.654 0.187 0.707
C4 1.560 -0.438 -0.141
N1 -1.753 0.868 0.181
N2 0.219 0.183 -0.276
O1 1.328 -2.650 3.248
S1 0.251 -2.720 2.248
H1 -2.212 1.911 -1.787
H2 0.262 1.247 -2.212
H3 2.288 0.219 0.237
H4 1.414 -1.152 0.715
H5 1.657 -1.052 -1.126
H6 -2.619 1.064 0.617

The calculation puts the HOMO energy (spin up / spin down) at -8.4 / -8.3 eV. Its HOMO-LUMO gap (spin up / spin down) is 7.40 / 7.36 eV. Its net charge is 0. For the molar mass, the calculation gives 130.17 g mol⁻¹.

Mulliken atomic charge list, values in e, 2 entries: -0.267, -0.428

--- ii ---
Density functional theory data (ωB97M-V/def2-TZVPD) for one molecule with the formula C4H6N2OS.

Positions of all 14 atoms, in Å:
C1 -0.251 1.892 -2.134
N1 0.818 1.336 -1.654
N2 0.592 0.277 -0.774
C2 -0.579 0.056 0.095
C3 -1.410 -1.001 -0.488
O1 -2.396 -1.418 0.143
C4 -0.014 -0.053 1.459
S1 1.619 -0.548 1.673
H1 -1.163 1.704 -1.797
H2 -0.181 2.386 -3.194
H3 1.344 -0.164 -0.259
H4 -1.123 1.130 0.131
H5 -1.074 -1.486 -1.502
H6 -0.880 -0.120 2.119

The calculation puts the HOMO energy at -8.9 eV. Its HOMO-LUMO gap is 7.40 eV. As for the SMILES: C=NN[C@@H](C=O)C=S. Its net charge is 0. For the molar mass, the calculation gives 130.17 g mol⁻¹.

Mulliken atomic charge list, values in e, 2 entries: -0.412, -0.551

--- iii ---
Density functional theory data (ωB97M-V/def2-TZVPD) for one molecule with the formula C4H6N2OS.

Positions of all 14 atoms, in Å:
H1 -2.972 -0.513 0.522
N1 -2.284 0.173 0.278
C1 -1.191 -0.462 0.015
N2 -0.944 -1.783 -0.156
C2 -0.011 0.407 -0.302
C3 -0.010 1.756 -0.254
O1 1.200 -0.304 -0.444
C4 2.274 0.159 0.273
S1 3.803 -0.412 0.018
H2 -1.667 -2.481 -0.134
H3 0.038 -2.068 -0.321
H4 0.815 2.404 -0.469
H5 -0.985 2.236 -0.061
H6 1.934 0.886 1.035

The calculation puts the HOMO energy at -9.2 eV. Its HOMO-LUMO gap is 9.07 eV. As for the SMILES: [H]/N=C(\N)C(=C)OC=S. Its net charge is 0. For the molar mass, the calculation gives 130.17 g mol⁻¹.

Mulliken atomic charge list, values in e, 2 entries: 0.207, -0.621

Least stable = ii

--- i ---
Density functional theory data (ωB97M-V/def2-TZVPD) for one molecule with the formula C4H6N2OS.

Positions of all 14 atoms, in Å:
C1 -0.214 1.470 0.553
C2 -0.188 0.657 -0.739
O1 1.090 0.153 -1.004
C3 1.447 -1.102 -0.693
N1 1.074 -1.984 0.060
N2 -0.024 -1.794 0.959
C4 -1.164 -1.351 0.581
S1 -1.496 -0.720 -1.007
H1 -0.251 0.904 1.578
H2 0.647 2.034 0.508
H3 -0.991 2.363 0.496
H4 -0.356 1.581 -1.499
H5 2.453 -1.370 -1.163
H6 -2.026 -0.840 1.368

The calculation puts the HOMO energy at -9.7 eV. Its HOMO-LUMO gap is 10.10 eV. As for the SMILES: C[C@H]1OC=NN=CS1. Its net charge is 0. For the molar mass, the calculation gives 130.17 g mol⁻¹.

Mulliken atomic charge list, values in e, 2 entries: -1.160, 0.123

--- ii ---
Density functional theory data (ωB97M-V/def2-TZVPD) for one molecule with the formula C4H6N2OS.

Positions of all 14 atoms, in Å:
O1 0.254 0.637 2.186
C1 0.844 0.908 0.650
S1 0.304 2.591 0.045
C2 0.234 -0.088 -0.256
N1 0.719 -0.526 -1.406
C3 -0.245 -1.390 -1.871
C4 -1.226 -1.502 -0.946
N2 -0.990 -0.604 0.012
H1 0.915 0.326 2.825
H2 1.990 0.750 0.755
H3 0.974 3.442 0.892
H4 -0.138 -1.928 -2.805
H5 -2.184 -2.139 -0.931
H6 -1.452 -0.477 0.850

The calculation puts the HOMO energy at -8.9 eV. Its HOMO-LUMO gap is 9.50 eV. As for the SMILES: O[C@H](S)c1ncc[nH]1. Its net charge is 0. For the molar mass, the calculation gives 130.17 g mol⁻¹.

Mulliken atomic charge list, values in e, 2 entries: -0.560, 0.161

Least stable = i

--- i ---
Density functional theory data (ωB97M-V/def2-TZVPD) for one molecule with the formula C4H6N2OS.

Positions of all 14 atoms, in Å:
C1 1.025 0.782 -1.619
N1 0.313 0.298 -0.437
C2 0.147 0.955 0.775
C3 -0.575 0.079 1.544
S1 -1.118 0.334 3.204
N2 -0.852 -1.077 0.860
C4 -0.295 -0.883 -0.313
O1 -0.302 -1.744 -1.349
H1 1.827 0.093 -1.878
H2 0.377 0.858 -2.483
H3 1.409 1.757 -1.431
H4 0.553 1.916 0.935
H5 -1.716 -0.866 3.264
H6 -0.794 -2.502 -1.073

The calculation puts the HOMO energy at -7.7 eV. Its HOMO-LUMO gap is 8.45 eV. As for the SMILES: Cn1cc(S)nc1O. Its net charge is 0. For the molar mass, the calculation gives 130.17 g mol⁻¹.

Mulliken atomic charge list, values in e, 2 entries: -0.846, 0.176

--- ii ---
Density functional theory data (ωB97M-V/def2-TZVPD) for one molecule with the formula C4H6N2OS.

Positions of all 14 atoms, in Å:
C1 -1.566 -1.202 -1.701
S1 -0.554 -1.490 -0.187
C2 -0.017 0.127 -0.205
O1 -0.160 1.098 -1.140
N1 0.610 2.194 -0.927
N2 1.286 1.916 0.175
C3 0.892 0.751 0.695
C4 1.235 0.188 2.019
H1 -2.476 -0.629 -1.556
H2 -2.062 -2.145 -1.942
H3 -0.842 -0.959 -2.488
H4 1.706 -0.782 1.933
H5 1.813 0.838 2.871
H6 0.136 0.094 2.451

The calculation puts the HOMO energy at -8.6 eV. Its HOMO-LUMO gap is 9.03 eV. As for the SMILES: CSc1onnc1C. Its net charge is 0. For the molar mass, the calculation gives 130.17 g mol⁻¹.

Mulliken atomic charge list, values in e, 2 entries: -0.926, -0.037

Least stable = ii

--- i ---
Density functional theory data (ωB97M-V/def2-TZVPD) for one molecule with the formula CH3ClN2O2.

Positions of all 9 atoms, in Å:
O1 0.063 -1.474 0.917
N1 0.050 -0.432 0.242
C1 -1.185 -0.186 -0.628
Cl1 -0.392 -0.010 -2.373
N2 0.774 0.560 0.363
O2 1.872 0.359 1.251
H1 -1.875 -0.921 -0.496
H2 -1.501 0.875 -0.477
H3 2.196 1.228 1.201

The calculation puts the HOMO energy at -9.8 eV. Its HOMO-LUMO gap is 9.96 eV. As for the SMILES: [O-]/[N+](CCl)=N\O. Its net charge is 0. For the molar mass, the calculation gives 110.50 g mol⁻¹.

Mulliken atomic charge list, values in e, 2 entries: -0.642, 0.844

--- ii ---
Density functional theory data (ωB97M-V/def2-TZVPD) for a 2-piece molecular cluster, CH3ClN2O2 overall.

Positions of all 9 atoms, in Å:
C1 -1.930 -1.158 0.062
N1 -1.001 -0.256 0.105
Cl1 -1.446 1.326 -0.456
H1 -1.526 -2.086 0.491
H2 -2.875 -0.878 -0.405
O1 3.533 0.948 -0.590
N2 2.385 0.563 -0.461
O2 1.809 1.053 0.672
H3 1.052 0.489 0.582

The calculation puts the HOMO energy at -10.3 eV. Its HOMO-LUMO gap is 10.50 eV. As for the SMILES: C=NCl.O=NO. Its net charge is 0. For the molar mass, the calculation gives 110.50 g mol⁻¹.

Mulliken atomic charge list, values in e, 2 entries: -0.188, -0.314

Least stable = i